C4H2F2 | wB97M-V/def2-TZVPD

The relative energy (zero: lowest compared OMol25 entry of this formula, charge and spin) comes out at 170.3 kcal/mol. The value obtained for the largest force on an atom is 0.2307 Eh/bohr. The orbital gap (spin up / spin down) is 6.2 / 6.2 eV. As for the total energy: -352.9893 Ha.

Each line ends with the Löwdin charge.
Positions of all 8 atoms, in Å:
F 0.6073 -1.4066 0.0925  0.106
F -1.3848 -0.6426 -0.2588  0.113
C 0.3039 0.0295 -1.7356  0.089
C -0.1335 -0.6361 -0.6928  -0.462
C -0.4505 1.3365 3.8727  0.013
C 0.0944 0.7090 3.0619  0.006
H -0.3695 0.6373 -2.3061  0.068
H 1.3327 -0.0270 -2.0337  0.068